Entry 1:
C35H67FHfN7O15S2 | ωB97M-V/def2-TZVPD

Structure (XYZ):
```
128
Properties=species:S:1:pos:R:3:mulliken_charge:R:1
Hf -1.363 0.837 -0.274 3.142
F 0.574 -0.620 -0.054 -0.951
C -4.551 2.354 -3.186 -1.074
C -3.720 1.600 -2.233 0.425
C -4.385 0.942 -1.004 0.593
O -3.619 0.615 -0.087 0.127
C -5.883 0.903 -0.908 -1.607
C -6.573 1.728 -1.766 0.239
C -5.906 2.475 -2.935 0.094
O -6.588 3.180 -3.800 -0.686
O -7.833 1.832 -1.581 -0.681
O -2.451 1.527 -2.213 0.432
H -4.057 2.758 -4.057 0.561
H -6.299 0.368 -0.068 0.468
C -1.362 5.425 0.836 -1.164
C -1.410 4.440 -0.355 0.248
O -1.517 3.229 -0.260 -0.672
N -1.323 5.056 -1.496 -0.090
C -1.444 4.467 -2.824 -0.592
H -2.180 5.299 1.546 0.207
H -1.279 6.455 0.490 0.407
H -0.414 5.313 1.363 0.237
H -1.171 6.053 -1.455 0.253
H -2.505 4.457 -3.074 0.456
H -1.004 3.470 -2.838 -0.222
H -0.889 5.104 -3.513 0.391
C -3.463 -1.948 -3.005 -1.110
C -2.429 -2.258 -1.895 0.205
O -2.070 -1.206 -1.302 -0.560
N -1.956 -3.454 -1.773 -0.002
C -0.853 -3.800 -0.947 -0.274
H -3.210 -1.123 -3.672 0.069
H -4.433 -1.617 -2.634 0.241
H -3.525 -2.812 -3.667 0.543
H -2.453 -4.138 -2.325 0.248
H -0.525 -3.006 -0.277 -0.601
H -0.024 -4.065 -1.604 0.441
H -1.084 -4.608 -0.252 0.330
C 3.437 -2.868 -1.468 0.851
C 4.593 -2.420 -0.594 0.686
O 5.435 -1.732 -1.190 -0.737
N 4.533 -2.730 0.691 0.139
C 5.551 -2.268 1.715 -0.904
H 2.911 -2.028 -1.924 -0.615
H 2.721 -3.506 -0.949 -0.628
H 3.892 -3.454 -2.266 0.434
H 3.779 -3.292 1.059 0.077
H 6.275 -2.994 2.088 0.263
H 4.968 -1.862 2.541 0.207
H 6.164 -1.505 1.236 0.359
C -4.394 1.535 3.089 -0.872
C -3.078 2.252 2.814 -0.063
O -2.402 1.903 1.821 0.506
N -2.664 3.257 3.627 0.088
C -3.215 3.605 4.862 -1.299
H -4.146 0.519 3.396 0.100
H -5.017 1.436 2.200 -0.045
H -5.031 2.002 3.839 0.594
H -1.833 3.739 3.317 0.173
H -2.547 4.263 5.418 0.395
H -3.379 2.818 5.598 0.385
H -4.201 4.059 4.769 0.367
C -3.610 -1.895 1.970 -1.697
C -2.100 -1.652 1.919 0.734
O -1.630 -0.577 1.556 0.146
N -1.283 -2.666 2.281 0.014
C 0.146 -2.493 2.456 0.084
H -3.823 -2.937 1.733 0.523
H -4.274 -1.345 1.303 -0.023
H -3.942 -1.697 2.989 0.483
H -1.802 -3.468 2.608 0.288
H 0.369 -1.428 2.522 -0.640
H 0.526 -2.863 1.504 0.018
H 0.524 -3.017 3.334 0.381
C 5.174 -6.724 2.491 -1.015
C 3.933 -6.122 1.749 0.626
O 3.635 -4.992 1.994 -0.656
N 3.163 -6.936 0.963 -0.213
C 2.177 -6.300 0.098 -0.328
H 6.012 -6.037 2.369 0.237
H 5.349 -7.740 2.137 0.352
H 4.884 -6.761 3.541 0.285
H 3.418 -7.873 0.687 0.252
H 1.209 -6.666 0.442 0.331
H 2.500 -6.579 -0.905 0.321
H 2.148 -5.211 0.144 -0.296
C 2.023 3.904 -1.405 -1.124
C 1.754 2.441 -1.121 -0.221
O 0.616 2.018 -1.006 1.085
N 2.804 1.577 -0.983 0.369
C 4.211 1.990 -1.040 -1.128
H 2.980 4.225 -0.995 0.537
H 1.241 4.499 -0.934 0.027
H 2.015 4.010 -2.490 0.226
H 2.562 0.629 -0.735 -0.072
H 4.584 2.642 -0.250 0.369
H 4.543 2.311 -2.027 0.306
H 4.845 1.140 -0.785 0.227
C 1.521 0.401 4.782 -0.969
C 2.607 0.360 3.682 -0.135
C 2.447 1.620 2.761 -0.499
S 0.662 2.066 2.845 0.811
O 0.072 1.577 1.592 -0.709
O 0.345 3.422 3.263 -0.887
C 0.177 0.967 4.208 -0.031
H 2.038 0.962 5.560 0.366
H 1.345 -0.597 5.184 0.394
H 2.384 -0.530 3.094 -0.171
H 3.589 0.095 4.075 0.602
H 2.848 1.597 1.748 -0.050
H 2.981 2.425 3.266 0.560
H -0.501 0.219 3.799 -0.090
H -0.311 1.566 4.977 0.516
C 1.080 1.971 -5.092 0.127
C 2.184 0.913 -4.960 -1.109
C 1.727 -0.251 -4.068 0.234
S -0.101 -0.204 -3.945 1.025
O -0.354 0.206 -2.543 -0.020
O -0.788 -1.307 -4.560 -0.890
C -0.292 1.194 -5.117 -1.041
H 1.155 2.576 -5.996 0.531
H 1.123 2.574 -4.185 -0.410
H 3.172 1.212 -4.609 0.488
H 2.472 0.516 -5.933 0.331
H 2.159 -0.095 -3.080 -0.772
H 1.910 -1.288 -4.349 0.656
H -1.219 1.760 -5.026 0.281
H -0.482 0.708 -6.074 0.513
```

Results
Electronic energy (eV): -104218.196
LUMO energy (Eh): -0.0718
Charge: +1
Largest force on an atom (eV/A): 6.78
E_HOMO (eV): -8.47

Entry 2:
C35H67IN4O23P4 | ωB97M-V/def2-TZVPD

Structure (XYZ):
```
134
Properties=species:S:1:pos:R:3:mulliken_charge:R:1
C -1.287 -4.171 1.619 -0.791
C -0.692 -4.937 0.629 -0.421
C 0.105 -4.363 -0.520 -0.990
C -0.336 -2.941 -0.757 0.097
C -1.594 -2.757 -1.295 -0.302
C -2.111 -1.500 -1.529 -0.398
I -4.020 -1.436 -2.381 0.088
C -1.345 -0.397 -1.196 0.845
C -0.059 -0.542 -0.668 -0.291
C 0.444 -1.825 -0.458 0.850
C 1.835 -2.078 0.085 -1.485
O 1.798 -2.501 1.453 -0.206
N 2.161 -1.409 2.325 0.202
O 1.303 -1.166 3.062 -0.258
C 0.712 0.695 -0.326 0.655
O 1.518 0.660 0.580 -0.547
C 0.415 1.940 -1.096 0.613
C 1.434 3.049 -1.342 -1.576
C 2.846 2.907 -0.752 0.445
N 3.675 4.008 -1.313 -0.810
N 2.835 3.157 0.686 -0.031
N 3.518 1.675 -1.160 -0.623
C -0.828 2.073 -1.576 0.878
C -1.334 3.284 -2.327 -1.462
O -2.206 4.066 -1.538 -0.378
C -1.542 4.783 -0.519 0.553
C -2.588 5.077 0.547 -0.374
O -2.146 5.976 1.540 -0.501
C -1.063 5.498 2.299 -0.492
C -1.348 4.222 3.094 -0.375
O -2.685 4.172 3.532 -0.266
C -3.193 2.848 3.590 0.106
C -4.686 2.961 3.869 -1.305
C -1.851 0.991 -1.378 -0.245
O -3.022 1.293 -1.357 -0.558
H -0.825 -4.133 2.605 0.247
H -2.232 -3.654 1.487 0.319
H -0.784 -6.020 0.723 0.430
H -0.085 -4.961 -1.414 0.575
H 1.133 -4.447 -0.184 0.323
H -2.194 -3.628 -1.525 0.465
H 2.255 -2.905 -0.486 0.599
H 2.509 -1.244 -0.071 0.312
H 1.575 3.081 -2.424 0.463
H 1.064 4.031 -1.055 0.384
H 3.900 3.807 -2.284 0.306
H 3.092 4.838 -1.341 0.323
H 3.452 2.513 1.158 0.360
H 1.897 3.043 1.040 -0.013
H 3.704 1.074 -0.368 0.256
H 4.434 1.935 -1.506 0.331
H -0.534 3.866 -2.788 0.363
H -1.952 2.906 -3.143 0.503
H -0.747 4.208 -0.040 -0.471
H -1.157 5.724 -0.928 0.201
H -2.949 4.131 0.962 0.087
H -3.457 5.538 0.080 0.422
H -0.153 5.327 1.710 0.208
H -0.819 6.295 3.001 0.446
H -0.685 4.208 3.968 0.442
H -1.126 3.323 2.504 0.061
H -3.066 2.368 2.612 0.079
H -2.677 2.260 4.355 0.405
H -5.037 3.830 3.316 0.229
H -4.857 3.140 4.928 0.316
H -5.201 2.061 3.547 0.393
C 4.997 -5.297 -4.520 -0.667
O 4.369 -4.130 -5.061 -0.499
P 2.820 -3.868 -4.673 0.872
O 2.783 -3.649 -3.221 -0.478
O 2.311 -5.369 -5.074 -0.167
C 2.653 -5.977 -6.325 -0.788
O 1.432 -3.174 -5.194 -0.174
C 1.300 -2.794 -6.579 -0.683
H 5.948 -4.980 -4.098 0.271
H 4.391 -5.773 -3.755 0.315
H 5.188 -6.004 -5.328 0.266
H 3.087 -6.955 -6.127 0.144
H 3.369 -5.376 -6.890 0.494
H 1.749 -6.116 -6.914 0.265
H 1.358 -3.670 -7.228 0.270
H 2.069 -2.075 -6.862 0.317
H 0.325 -2.330 -6.700 0.222
C -1.103 -10.745 -5.841 -0.686
O -0.082 -10.767 -4.836 -0.458
P 1.356 -10.134 -5.212 1.104
O 1.141 -8.705 -5.462 -0.486
O 1.523 -10.980 -6.615 -0.367
C 1.305 -12.389 -6.677 -0.856
O 2.956 -10.233 -4.881 -0.248
C 3.467 -11.377 -4.166 -0.643
H -2.002 -10.355 -5.370 0.261
H -0.831 -10.126 -6.691 0.355
H -1.296 -11.765 -6.174 0.273
H 0.594 -12.596 -7.477 0.273
H 0.906 -12.789 -5.744 0.416
H 2.246 -12.888 -6.911 0.277
H 3.309 -12.295 -4.737 0.269
H 2.995 -11.469 -3.187 0.312
H 4.533 -11.229 -4.027 0.234
C -10.820 4.435 5.500 -0.688
O -9.795 5.107 4.767 -0.490
P -8.296 5.198 5.455 1.283
O -8.015 3.738 5.498 -0.639
O -8.900 5.791 6.871 -0.379
C -9.636 7.015 6.911 -0.829
O -6.747 5.633 5.918 -0.240
C -6.239 6.943 5.600 -0.689
H -11.296 3.741 4.810 0.260
H -10.428 3.896 6.357 0.357
H -11.563 5.163 5.832 0.250
H -10.585 6.833 7.416 0.274
H -9.842 7.409 5.915 0.389
H -9.073 7.754 7.482 0.288
H -6.830 7.721 6.092 0.291
H -6.234 7.110 4.523 0.325
H -5.217 6.995 5.964 0.243
C 8.572 4.908 3.824 -0.693
O 7.453 5.129 2.959 -0.398
P 6.203 5.955 3.560 1.198
O 6.679 7.308 3.860 -0.724
O 6.022 5.063 4.927 -0.386
C 6.009 3.638 4.896 -0.802
O 4.612 6.123 3.302 -0.329
C 3.904 5.098 2.556 -0.459
H 9.464 5.183 3.267 0.261
H 8.509 5.495 4.736 0.378
H 8.626 3.847 4.072 0.244
H 6.744 3.267 5.611 0.283
H 6.252 3.241 3.909 0.393
H 5.023 3.280 5.196 0.274
H 3.944 4.145 3.087 0.250
H 4.321 4.979 1.561 0.339
H 2.868 5.407 2.467 0.142
```

Results
Electronic energy (eV): -135681.286
LUMO energy (Eh): -0.0579
Charge: 0
Largest force on an atom (eV/A): 7.76
E_HOMO (eV): -7.34
SMILES: C=CCc1cc(I)c2c(c1CON=O)C(=O)C(CC(N)(N)N)=C(COCCOCCOCC)C2=O.COP(=O)(OC)OC.COP(=O)(OC)OC.COP(=O)(OC)OC.COP(=O)(OC)OC

Entry 3:
C35H69B6F24N11O | ωB97M-V/def2-TZVPD

Structure (XYZ):
```
146
Properties=species:S:1:pos:R:3:mulliken_charge:R:1
C -4.704 -1.942 4.482 -1.466
C -4.657 -3.371 4.941 -0.069
N -3.517 -4.143 4.414 0.226
C -2.876 -3.959 3.184 -0.640
C -1.877 -4.959 3.036 -0.662
N -1.827 -5.644 4.192 0.139
C -2.750 -5.118 5.091 -0.248
C -0.940 -6.720 4.536 -0.757
H -3.868 -1.275 4.692 0.412
H -5.495 -1.368 4.965 0.411
H -4.729 -1.783 3.404 0.341
H -5.521 -3.889 4.524 0.223
H -4.576 -3.200 6.015 0.350
H -3.171 -3.279 2.399 0.679
H -1.189 -5.017 2.205 0.601
H -3.132 -5.388 6.064 0.407
H -0.920 -7.442 3.719 0.364
H -1.274 -7.145 5.482 0.338
H 0.102 -6.438 4.689 0.235
C 6.349 1.708 5.256 -1.419
C 5.178 1.454 4.382 0.272
N 4.595 0.127 4.492 0.466
C 5.272 -1.065 4.247 -0.498
C 4.248 -2.124 4.261 -0.363
N 3.018 -1.599 4.559 0.396
C 3.255 -0.225 4.512 -0.649
C 1.778 -2.265 4.861 -0.663
H 6.028 1.566 6.287 0.395
H 6.695 2.722 5.053 0.384
H 7.147 0.968 5.321 0.370
H 5.281 1.777 3.346 -0.119
H 4.397 2.172 4.635 0.224
H 6.331 -1.017 4.042 0.410
H 4.258 -3.198 4.145 0.485
H 2.482 0.513 4.667 0.526
H 1.014 -1.641 4.397 0.280
H 1.624 -2.349 5.936 0.308
H 1.840 -3.213 4.327 0.191
C -4.906 -3.563 -8.433 -1.294
C -5.132 -3.505 -6.912 -0.229
N -3.999 -3.726 -5.971 0.162
C -2.779 -4.245 -6.261 -0.403
C -2.007 -4.352 -5.096 -0.398
N -2.654 -3.559 -4.187 0.288
C -3.928 -3.275 -4.682 -0.340
C -2.265 -3.077 -2.807 -0.849
H -5.755 -3.046 -8.882 0.356
H -4.959 -4.581 -8.820 0.330
H -3.919 -3.159 -8.658 0.389
H -5.852 -4.260 -6.597 0.326
H -5.631 -2.545 -6.775 0.363
H -2.674 -4.588 -7.280 0.455
H -0.995 -4.662 -4.885 0.435
H -4.777 -2.896 -4.133 0.446
H -1.499 -3.672 -2.309 0.283
H -3.105 -3.006 -2.117 0.299
H -1.841 -2.075 -2.874 0.334
C -6.065 7.058 0.441 -1.354
C -4.833 6.675 -0.285 -0.151
N -4.354 5.375 0.181 0.271
C -5.060 4.297 0.664 -0.732
C -4.249 3.251 0.960 -0.318
N -2.950 3.696 0.791 0.400
C -3.046 5.000 0.337 -0.383
C -1.783 2.970 1.243 -1.101
H -5.932 6.874 1.507 0.395
H -7.020 6.661 0.096 0.333
H -6.159 8.144 0.440 0.390
H -4.052 7.425 -0.160 0.394
H -5.052 6.695 -1.353 0.229
H -6.139 4.324 0.696 0.395
H -4.516 2.261 1.298 0.501
H -2.222 5.656 0.095 0.458
H -1.980 2.420 2.164 0.359
H -0.968 3.653 1.479 0.487
H -1.457 2.257 0.486 0.255
C 1.145 4.965 -4.557 -1.425
C 1.420 3.484 -4.184 0.094
N 2.854 3.256 -3.846 0.576
C 3.535 3.401 -2.716 -0.714
C 4.863 3.140 -2.941 -0.583
N 5.020 2.743 -4.233 0.240
C 3.766 2.801 -4.790 -0.468
C 6.284 2.493 -4.903 -0.899
H 1.528 5.721 -3.871 0.272
H 0.106 5.186 -4.797 0.412
H 1.597 5.099 -5.539 0.432
H 0.899 2.849 -4.901 0.233
H 0.976 3.276 -3.210 -0.063
H 3.006 3.724 -1.832 0.843
H 5.651 3.105 -2.204 0.483
H 3.495 2.735 -5.833 0.435
H 6.241 1.514 -5.378 0.373
H 7.003 2.462 -4.084 0.327
H 6.550 3.187 -5.701 0.311
C 1.605 0.846 -0.811 -1.534
N 1.436 -0.572 -0.380 1.923
C 1.448 -1.535 -1.641 -0.972
C 2.689 -0.766 0.428 -1.220
C 0.099 -0.673 0.423 0.017
C -0.346 -2.111 0.746 -0.376
O 0.408 -2.711 1.811 0.293
H 1.412 1.354 0.134 0.393
H 0.949 0.895 -1.680 0.296
H 2.650 1.074 -1.020 0.181
H 2.245 -1.355 -2.362 0.191
H 0.420 -1.416 -1.986 0.256
H 1.772 -2.490 -1.229 0.304
H 2.651 -1.785 0.814 0.130
H 2.652 -0.203 1.361 0.598
H 3.678 -0.722 -0.028 0.303
H -0.709 -0.297 -0.204 0.046
H 0.100 -0.074 1.334 0.195
H -0.055 -2.749 -0.088 0.443
H -1.421 -2.144 0.921 -0.258
H 0.645 -3.619 1.606 -0.229
B -3.749 -0.598 -0.055 0.551
F -3.647 -1.994 0.030 -0.412
F -5.083 -0.367 -0.362 -0.324
F -3.428 0.167 1.057 -0.320
F -2.958 -0.259 -1.143 -0.290
B 0.474 -0.098 -4.590 0.162
F 1.796 0.075 -4.300 -0.272
F -0.246 0.498 -3.590 -0.177
F 0.135 0.615 -5.729 -0.368
F 0.148 -1.473 -4.656 -0.274
B 6.102 1.478 0.541 0.271
F 4.704 1.324 0.614 -0.076
F 6.436 2.737 1.024 -0.365
F 6.750 0.606 1.368 -0.358
F 6.617 1.329 -0.738 -0.389
B 0.843 2.638 4.186 0.079
F 0.228 2.182 3.075 -0.002
F 0.691 1.848 5.270 -0.395
F 2.236 2.699 3.936 -0.322
F 0.471 3.982 4.420 -0.405
B 0.820 5.360 -0.560 0.360
F -0.368 5.554 -1.299 -0.439
F 1.874 5.928 -1.250 -0.397
F 0.744 5.945 0.692 -0.378
F 1.010 3.955 -0.449 0.055
B 1.950 -5.476 1.974 0.193
F 1.100 -5.190 0.911 -0.367
F 2.293 -6.824 1.931 -0.357
F 3.087 -4.738 1.815 -0.393
F 1.349 -5.120 3.084 -0.106
```

Results
Electronic energy (eV): -125163.610
LUMO energy (Eh): -0.0250
Charge: 0
Largest force on an atom (eV/A): 6.11
E_HOMO (eV): -9.00
ΔE to the lowest compared entry with this formula, charge and spin (kJ/mol): 169.8